No. 1
ORCA calculation (ωB97M-V/def2-TZVPD) on a 5-piece molecular cluster, C18H40Br6O6 overall.

```
70
Properties=species:S:1:pos:R:3:forces:R:3:nbo_charge:R:1
C -2.467703 2.752306 -2.135864 1.736 0.477 0.490 -0.2484
O -1.179219 2.574745 -2.746840 -0.797 0.322 -0.588 -0.5635
C -1.159407 3.218527 -4.019148 1.228 -1.555 -1.502 -0.1090
C -0.017835 2.660477 -4.911813 -0.081 -1.009 1.414 -0.0775
O -0.270357 1.325737 -5.408087 -0.209 0.684 0.870 -0.5435
C 0.018109 0.367157 -4.370227 0.369 0.292 -0.031 -0.1102
C -0.251524 -1.008188 -4.907248 2.458 -0.320 -0.718 -0.0846
O -1.568337 -1.253064 -5.216624 -0.662 -0.232 -0.371 -0.5237
C -2.320501 -1.786999 -4.181829 -1.051 -0.748 0.020 -0.2534
H -2.572593 2.047084 -1.314349 -0.041 -0.081 -0.070 0.1913
H -3.207659 2.648023 -2.879046 -1.181 -0.387 -0.686 0.1824
H -2.495145 3.769177 -1.756834 -0.330 0.260 0.297 0.1706
H -1.070851 4.298901 -3.984765 -0.076 0.320 0.425 0.1780
H -1.968169 2.932589 -4.708927 -0.789 0.195 0.872 0.1852
H 0.902037 2.541317 -4.349259 0.425 0.666 0.201 0.1743
H 0.101145 3.371816 -5.708079 0.140 -0.052 -0.713 0.1917
H -0.530800 0.587456 -3.430927 0.190 -0.084 -0.661 0.1871
H 1.103751 0.378914 -4.126946 -0.477 0.288 -0.101 0.1761
H 0.237776 -1.755440 -4.177924 -0.913 0.718 -1.053 0.1598
H 0.332803 -1.064101 -5.892479 -0.739 -0.133 1.274 0.1989
H -3.276184 -2.126875 -4.581792 0.024 0.001 -0.334 0.1948
H -2.626174 -1.088911 -3.405943 0.494 0.329 0.384 0.1615
H -1.852433 -2.689185 -3.778061 0.194 0.097 0.331 0.1611
C 2.084671 -1.634579 2.085891 1.851 -0.237 -1.674 -0.2565
O 1.990694 -1.246405 3.413836 -0.169 -0.221 0.559 -0.5530
C 0.676743 -1.115225 3.907783 -0.166 -1.242 0.103 -0.0951
C 0.758716 -0.997014 5.446624 -0.708 -1.096 -0.283 -0.0768
O 0.437998 0.256798 5.922888 0.667 2.326 0.325 -0.5360
C 1.318474 1.346976 5.492212 -0.848 -0.472 -0.125 -0.1088
C 0.664603 2.665530 5.869894 -0.749 -0.886 -0.256 -0.0773
O 0.382742 2.716567 7.220437 -0.232 0.615 1.265 -0.5328
C 1.428649 2.929814 8.131345 -0.608 0.375 1.561 -0.2602
H 1.145808 -1.675698 1.495488 0.198 -0.162 0.690 0.1638
H 2.693995 -2.606382 1.965652 -1.179 1.152 0.279 0.1805
H 2.703314 -0.854592 1.589721 -0.316 -0.471 -0.052 0.1857
H 0.075372 -2.005895 3.605263 0.352 0.293 0.332 0.1691
H 0.195030 -0.282593 3.398863 -0.246 0.439 0.371 0.1698
H 1.744114 -1.365094 5.777640 -0.024 0.264 -0.214 0.1779
H 0.008280 -1.656519 5.948357 0.490 0.320 -0.611 0.1920
H 1.320783 1.335404 4.386134 0.854 -0.114 0.424 0.1841
H 2.290437 1.295914 6.007068 0.002 -0.451 -0.582 0.1764
H -0.357078 2.592314 5.443609 0.643 0.685 -0.330 0.1992
H 1.264677 3.552593 5.560557 -0.389 -0.555 -0.229 0.1689
H 0.909609 3.309581 9.083406 0.968 -0.340 -1.352 0.1943
H 2.212054 3.641580 7.806596 -0.493 -0.063 -0.090 0.1649
H 1.925441 1.999941 8.416617 0.085 -0.158 -0.131 0.1681
Br 2.201193 4.414637 -1.616638 -0.148 -0.035 0.162 -0.0129
C 1.705349 3.643671 0.115211 0.408 0.423 -0.145 -0.4469
C 0.326701 3.145321 0.085855 -1.690 -1.051 -0.138 -0.4204
Br 0.006021 2.034259 1.694270 0.127 0.042 -0.160 -0.0565
H 1.772182 4.439004 0.842507 0.592 0.005 0.207 0.2289
H 2.372034 2.801984 0.269961 0.274 0.293 0.193 0.2365
H 0.148814 2.495530 -0.766438 -0.029 -0.063 0.042 0.2447
H -0.501054 3.849053 0.158047 0.467 0.342 -0.224 0.2280
Br 0.478283 -5.103307 -3.842363 0.427 0.128 0.194 0.0018
C -0.592598 -6.427020 -2.933259 -1.748 0.269 -0.090 -0.4590
C -1.195323 -5.897978 -1.630984 -0.300 0.260 -0.639 -0.4478
Br -2.270358 -7.302475 -0.840725 -0.015 -0.113 0.074 -0.0008
H -0.064251 -7.354142 -2.729926 0.297 0.197 -0.264 0.2334
H -1.400218 -6.581704 -3.660894 0.290 -0.383 0.353 0.2282
H -1.864149 -5.021511 -1.684764 0.457 -0.435 -0.436 0.2359
H -0.404875 -5.674113 -0.959568 0.585 0.161 0.814 0.2157
Br -2.385648 -1.988805 -0.159180 -0.288 -0.433 -0.090 -0.0092
C -0.804025 -1.082725 -0.797038 -0.503 0.727 -1.177 -0.4692
C 0.218981 -2.072628 -1.344244 -0.055 0.157 0.811 -0.4665
Br 1.867747 -1.119113 -1.818967 -0.114 -0.106 0.294 -0.0116
H -0.592187 -0.423914 0.028511 1.043 -0.222 0.350 0.2440
H -1.133883 -0.391004 -1.581594 -0.025 -0.353 -0.024 0.2228
H -0.108753 -2.534158 -2.309552 0.157 0.072 1.324 0.2491
H 0.484141 -2.753352 -0.501071 -0.105 0.069 -1.166 0.2346
```
Forces are in eV/Å.

Calculated values
gap between HOMO and LUMO: 9.834 eV
electronic energy: -16605.19288 Eh

=====

No. 2
ORCA calculation (ωB97M-V/def2-TZVPD) on a 3-piece molecular cluster, C18H40F3N2O11P2 overall.

```
76
Properties=species:S:1:pos:R:3:forces:R:3:lowdin_charge:R:1
N -1.839770 0.865840 6.760296 0.102 0.249 0.014 0.0125
C -0.592881 1.561465 6.417252 0.338 -0.869 0.095 -0.2968
C -0.540482 1.936331 4.942001 0.213 0.668 0.019 -0.1563
C -1.345404 3.184264 4.515952 -0.267 -0.228 -0.437 -0.2644
N -0.459583 4.366988 4.358619 0.235 0.089 0.199 0.0147
C 0.311657 4.667695 5.541912 -0.008 -0.170 0.506 -0.2054
O 0.722503 6.058998 5.508431 0.084 -0.231 -0.184 0.0579
C 0.100737 6.856394 6.373068 0.182 0.360 -0.334 -0.7458
F -1.225225 6.842362 6.262392 -0.192 -0.105 0.131 0.1780
F 0.505036 8.117637 6.129464 0.090 0.090 0.002 0.1372
F 0.415205 6.596225 7.653717 -0.092 -0.131 0.208 0.1508
C -2.610433 3.490961 5.372763 -0.449 -0.095 0.760 -0.6876
O -3.706960 3.352286 4.791181 0.383 0.101 0.020 -0.0664
O -2.408156 3.858970 6.570733 0.185 -0.061 -0.697 -0.0901
H -1.727407 -0.137257 6.714118 0.031 -0.001 0.051 0.0530
H -2.128678 1.127014 7.691210 -0.226 -0.013 -0.046 0.0605
H 0.262129 0.894063 6.619427 0.066 0.110 -0.052 0.0946
H -0.466735 2.415770 7.076778 -0.192 0.144 -0.167 0.0916
H 0.501747 2.133805 4.657523 0.012 -0.126 0.015 0.0955
H -0.847829 1.076073 4.343587 -0.176 -0.019 0.117 0.1037
H -1.716692 2.977883 3.511314 -0.028 0.120 -0.003 0.1192
H -1.043583 5.178762 4.185772 -0.136 -0.097 -0.004 0.1148
H 1.236903 4.089974 5.569026 0.043 0.070 -0.148 0.1245
H -0.231519 4.479053 6.473818 -0.190 0.136 -0.105 0.1070
O -1.426318 -3.410692 -0.500693 0.519 1.954 -1.148 -0.2283
P -1.055722 -2.769994 0.773572 -0.570 -3.410 3.443 0.4547
O -0.029695 -3.809306 1.497216 0.130 0.464 -0.288 -0.1856
C 0.925126 -4.552048 0.750166 0.124 -0.304 -0.050 -0.2884
C 2.262573 -3.841200 0.663377 -0.074 0.154 -0.015 -0.0754
O -2.290257 -2.866722 1.774416 0.017 0.429 -0.127 -0.1756
C -3.612953 -3.146199 1.310905 -0.317 -0.112 -0.012 -0.2743
C -3.948604 -4.608769 1.507868 0.145 -0.103 0.105 -0.0754
O -0.483615 -1.431118 1.407484 -0.049 0.786 -2.062 -0.1533
C 0.509257 -0.632001 0.728041 0.261 0.353 0.008 -0.2413
C 0.257461 -0.514575 -0.760405 -0.046 -0.183 -0.047 -0.0858
H 0.544934 -4.773463 -0.249411 -0.094 0.046 0.030 0.1032
H 1.047568 -5.503137 1.271758 -0.042 0.031 0.052 0.1152
H 2.192278 -2.953587 0.030715 0.016 -0.022 -0.028 0.0594
H 3.016896 -4.499200 0.229034 -0.012 -0.016 0.006 0.0757
H 2.594832 -3.524439 1.652570 0.012 -0.052 0.011 0.0824
H -3.729730 -2.856678 0.266445 0.144 -0.045 -0.029 0.1060
H -4.284214 -2.521464 1.900707 0.087 0.042 0.044 0.1209
H -3.211497 -5.243052 1.014422 -0.033 0.046 -0.110 0.0743
H -4.936570 -4.835073 1.104052 -0.005 0.027 0.004 0.0747
H -3.938775 -4.859325 2.569443 -0.035 0.018 0.001 0.0766
H 1.500439 -1.041787 0.931281 -0.056 -0.130 0.028 0.1031
H 0.474840 0.353616 1.188794 -0.164 -0.077 0.148 0.1230
H 0.357301 -1.481285 -1.260752 0.021 0.051 0.027 0.0473
H 0.974064 0.170357 -1.213586 0.020 0.031 0.048 0.0835
H -0.751264 -0.144468 -0.950667 0.023 0.044 0.002 0.0934
O 2.158128 -1.189557 -5.002038 1.420 0.372 -1.007 -0.2226
P 1.193422 -0.769462 -6.023543 -3.591 -0.835 1.312 0.4081
O 0.482787 0.610614 -5.650395 0.578 0.244 -0.248 -0.1685
C 1.198493 1.655439 -4.984487 0.035 0.333 0.237 -0.2695
C 1.808939 2.632966 -5.968553 0.050 -0.142 -0.132 -0.0721
O -0.073626 -1.740232 -5.965005 0.140 0.086 -0.294 -0.1835
C -0.058797 -2.940035 -5.183971 -0.100 -0.223 0.235 -0.2733
C -0.745231 -2.721748 -3.855378 -0.105 0.120 -0.010 -0.0671
O 1.238292 -0.731930 -7.610441 1.676 -0.027 0.043 -0.1610
C 2.360106 -0.203871 -8.345991 0.135 0.151 -0.221 -0.2542
C 3.705181 -0.589909 -7.765101 -0.008 0.021 0.157 -0.0885
H 1.964583 1.237791 -4.328550 -0.040 -0.135 -0.044 0.1085
H 0.472174 2.167678 -4.353901 -0.081 -0.069 -0.045 0.1203
H 2.630835 2.169615 -6.520218 0.014 0.014 0.018 0.0595
H 2.208207 3.501403 -5.443908 -0.016 -0.004 0.020 0.0800
H 1.064047 2.966728 -6.691403 -0.026 0.040 0.048 0.0833
H 0.961099 -3.297088 -5.040892 0.060 0.149 -0.010 0.1049
H -0.589835 -3.694721 -5.766431 -0.023 0.082 -0.076 0.1153
H -0.292655 -1.889638 -3.316111 0.110 -0.077 -0.030 0.0570
H -0.685245 -3.613999 -3.231834 -0.023 0.024 0.029 0.0731
H -1.796655 -2.472247 -4.002924 -0.011 -0.052 -0.001 0.0842
H 2.259538 0.881666 -8.419590 -0.057 0.001 0.093 0.1048
H 2.264407 -0.601190 -9.355261 -0.140 -0.066 0.038 0.1169
H 3.859409 -0.146502 -6.779687 0.011 -0.035 -0.020 0.0644
H 4.508645 -0.245799 -8.416763 -0.049 0.009 -0.075 0.0806
H 3.780815 -1.671912 -7.654729 0.014 0.009 -0.018 0.0863
```
Forces are in eV/Å.

Calculated values
charge: -1
gap between HOMO and LUMO: 5.964 eV
electronic energy: -2629.56573 Eh

=====

No. 3
ORCA calculation (ωB97M-V/def2-TZVPD) on C18H40HgOP2Si as an isolated structure.

```
63
Properties=species:S:1:pos:R:3:forces:R:3:nbo_charge:R:1
P -2.624432 2.527519 -3.205337 1.437 -1.575 0.902 0.6474
P 1.473236 -0.837064 3.062758 -1.508 1.356 -1.485 1.9576
C -1.123682 -0.808878 2.144534 -0.277 -1.138 -1.418 -0.9674
C -0.101791 0.037891 2.751888 0.550 0.252 0.753 -0.7479
H -1.100561 -1.881248 2.313056 -0.338 0.138 0.203 0.1644
H -2.068715 -0.328503 1.901588 0.098 -0.214 0.293 0.1863
H 0.132168 0.918540 2.118633 0.209 -0.123 0.401 0.2185
H -0.387433 0.401960 3.760263 0.377 0.537 0.222 0.1649
C 1.514779 -2.425989 2.264299 0.461 -0.703 0.118 -1.0208
H 2.451175 -2.930455 2.550062 -0.196 0.114 -0.070 0.2401
H 1.488320 -2.320986 1.168445 -0.161 0.174 0.472 0.3037
H 0.672928 -3.045445 2.595518 0.132 0.230 -0.085 0.2733
C 1.783618 -0.928555 4.815969 0.270 -0.503 0.535 -1.0264
H 2.480091 -1.756150 5.014037 -0.116 0.260 0.067 0.2503
H 0.835726 -1.135250 5.333198 0.233 0.053 -0.192 0.2765
H 2.209365 0.006685 5.205923 -0.229 -0.272 -0.244 0.2640
C -3.976580 2.014399 -4.339793 0.019 0.118 -0.423 -0.9544
H -4.944011 1.938128 -3.827334 0.169 -0.121 -0.195 0.2111
H -3.730603 1.071529 -4.844901 -0.134 0.246 0.057 0.2261
H -4.019014 2.811078 -5.096759 -0.308 -0.326 0.039 0.2297
C -3.688316 3.263835 -1.906842 0.120 0.277 0.096 -0.9572
H -3.146180 3.268168 -0.954178 -0.220 0.119 -0.109 0.2290
H -4.649643 2.744198 -1.810129 0.184 0.129 0.167 0.2095
H -3.854108 4.305673 -2.215275 -0.174 -0.197 0.254 0.2320
Hg -0.287586 -1.575097 -1.558777 5.609 0.905 1.743 1.4328
C -2.195886 -2.130837 -1.129924 -3.628 -3.029 -0.597 -0.3332
C -1.840936 -2.558460 -2.450589 -3.588 -1.120 0.515 -0.3052
C -2.249778 -1.940662 -3.781020 0.337 0.101 -0.761 -0.4593
C -1.259161 -0.815593 -4.212611 0.124 0.107 0.282 -0.3924
C -0.860625 -0.058538 -2.937434 0.169 1.338 -1.941 -0.8848
C -2.071594 0.531711 -2.360741 -2.345 3.300 -1.584 -0.3174
C -2.429297 0.408952 -0.913258 -0.399 0.000 0.440 -0.4567
C -3.105890 -0.985541 -0.728834 0.498 0.858 0.536 -0.4379
C 1.684629 -1.081596 -1.054538 0.762 -0.339 0.343 -1.2031
H -2.203778 -2.938983 -0.388160 0.245 0.313 -0.268 0.2425
H -1.633844 -3.632121 -2.535210 0.423 0.403 0.270 0.2362
H -3.288714 -1.573807 -3.764713 0.342 -0.081 0.270 0.2165
H -2.228763 -2.728980 -4.548460 -0.062 0.085 0.279 0.2171
H -0.379548 -1.273022 -4.689028 -0.151 0.059 0.081 0.1975
H -1.720526 -0.158646 -4.967186 -0.057 -0.224 0.008 0.1867
H -0.035840 0.652993 -3.090168 -0.281 -0.073 -0.115 0.2160
H -2.962693 0.219409 -2.918820 0.211 -0.539 0.280 0.1849
H -3.141134 1.190736 -0.615079 0.060 -0.343 -0.003 0.2155
H -1.563199 0.507261 -0.237416 -0.250 -0.197 -0.180 0.2279
H -3.368887 -1.104762 0.331101 0.177 -0.136 -0.276 0.2362
H -4.056717 -1.014376 -1.292154 0.464 -0.039 -0.069 0.2115
H 1.704300 -0.477217 -0.140461 0.070 -0.119 -0.173 0.2130
H 2.095511 -0.494479 -1.885480 -0.037 -0.158 0.218 0.2099
H 2.265273 -2.000747 -0.918049 0.293 0.372 0.088 0.1976
C 5.420494 -0.065037 2.521221 0.116 0.051 0.040 -1.1493
Si 3.935285 1.056352 2.431398 -0.558 -0.422 -0.260 1.8976
C 3.747953 2.134737 3.941071 0.113 0.131 0.001 -1.1514
C 3.868412 2.022856 0.842344 0.082 0.089 0.060 -1.1454
O 2.571136 0.031956 2.359197 0.755 0.004 0.302 -1.1500
H 6.337722 0.539848 2.478901 -0.134 -0.200 0.024 0.2462
H 5.435286 -0.769684 1.678165 -0.021 0.200 0.174 0.2539
H 5.437359 -0.644310 3.454278 0.016 0.123 -0.171 0.2391
H 4.596280 2.834294 3.968558 -0.198 -0.105 0.095 0.2499
H 2.825079 2.729278 3.898084 0.193 -0.145 -0.007 0.2533
H 3.752240 1.562649 4.877925 0.066 0.142 -0.201 0.2351
H 3.858271 1.357400 -0.031042 -0.012 0.104 0.220 0.2628
H 2.972260 2.656491 0.800443 0.187 -0.149 0.009 0.2536
H 4.750565 2.674491 0.766840 -0.187 -0.098 -0.031 0.2423
```
Forces are in eV/Å.

Calculated values
gap between HOMO and LUMO: 5.102 eV
ΔE to the lowest compared entry with this formula, charge and spin: 63.1 kcal per mole
electronic energy: -1910.45131 Eh

=====

Which of these has the highest gap between HOMO and LUMO? C18H40Br6O6

=====

gap between HOMO and LUMO of number 2 (C18H40F3N2O11P2)? 5.964 eV

=====

Which value of gap between HOMO and LUMO does entry 2 give? 5.964 eV